DFT (ωB97M-V/def2-TZVPD) results for a cluster of 7 separate species, C44H89BN7O10S in total.

Geometry as XYZ:
```
152
Properties=species:S:1:pos:R:3:forces:R:3:lowdin_charge:R:1
C 2.339 2.295 -0.019 -0.551 -0.326 -0.181 -0.0675
C 1.230 1.508 -0.777 0.450 -0.084 0.344 -0.2065
C -0.168 2.154 -0.636 1.122 0.025 -1.109 -0.2768
C -0.050 3.611 -1.155 0.205 -0.080 0.741 -0.0343
C -1.312 1.295 -1.252 -1.199 -0.238 1.705 -0.2370
C -2.639 2.031 -1.036 0.120 -0.006 -0.885 -0.1809
C -3.693 1.879 -1.911 0.277 -1.196 -0.947 -0.0715
C -4.901 2.506 -1.747 -0.937 0.026 -0.385 -0.0714
C -5.103 3.344 -0.680 -0.341 0.383 0.375 -0.0593
C -4.073 3.495 0.220 -0.246 0.515 0.575 -0.0569
C -2.877 2.847 0.049 0.932 0.239 0.814 -0.0495
C -1.402 -0.030 -0.414 1.198 0.770 1.634 -0.1781
C -2.659 -0.394 0.386 -0.198 -1.373 -1.238 0.0096
B -3.856 -1.072 -0.442 -0.203 0.504 0.510 -0.6278
O -5.120 -0.999 0.134 0.397 0.310 -0.576 0.1423
O -3.647 -1.731 -1.644 0.327 -0.014 0.582 0.1507
N -0.790 -1.014 -1.297 -0.272 -1.229 -0.571 0.0367
C -0.635 -2.384 -0.850 1.371 -0.515 1.119 -0.1038
C 0.612 -2.486 0.055 -0.347 -0.174 -0.471 -0.2119
N 1.387 -3.482 0.126 -0.329 0.228 -0.011 0.1183
C -0.412 -0.474 -2.455 -1.601 1.700 0.753 -0.2345
N 0.479 -0.880 -3.330 0.447 -1.333 0.260 0.1467
C 1.281 -2.107 -3.190 0.436 -0.463 -1.339 -0.1506
C 2.394 -2.093 -4.266 -0.241 1.686 0.684 -0.1452
C 3.360 -0.925 -3.938 0.320 -0.434 0.193 -0.1824
C 4.298 -1.226 -2.767 0.461 0.336 -0.156 -0.2196
N 5.374 -2.189 -3.115 -0.051 0.340 0.008 0.0132
C 6.477 -1.923 -2.186 -0.368 -0.460 0.434 -0.4818
C 7.709 -1.294 -2.817 -0.965 0.268 0.105 0.0049
O 6.358 -2.169 -1.008 0.372 0.109 -0.827 0.0948
N -1.095 0.728 -2.594 1.139 0.552 -0.979 0.0773
C -0.617 1.634 -3.645 0.317 0.590 -0.044 -0.2097
C -1.554 2.766 -4.056 0.002 0.599 -0.639 -0.4037
S -2.751 2.068 -5.242 -0.116 -0.298 0.027 1.0367
C -4.099 3.174 -5.369 0.930 -0.479 -0.043 -0.7171
N -4.440 4.214 -4.705 -0.047 -0.015 0.121 0.0739
N -5.638 4.611 -5.290 -0.543 1.419 0.666 0.0592
C -5.908 3.830 -6.243 0.714 -1.022 -0.274 -0.1607
O -4.936 2.856 -6.367 -0.619 -0.006 -0.348 0.0134
H 2.853 2.969 -0.708 0.135 -0.067 0.200 0.0789
H 3.033 1.587 0.449 -0.015 0.481 -0.173 0.0555
H 1.891 2.913 0.765 0.177 -0.141 0.053 0.0805
H 1.252 0.483 -0.384 -0.211 0.114 -0.083 0.0923
H 1.557 1.437 -1.823 -0.290 -0.032 0.038 0.0928
H -0.344 2.179 0.443 -0.264 -0.022 -0.138 0.1322
H -0.979 4.053 -1.511 0.099 -0.124 -0.128 0.0777
H 0.765 3.693 -1.881 -0.353 0.056 -0.208 0.0858
H 0.275 4.231 -0.312 -0.083 0.027 -0.156 0.0913
H -3.571 1.214 -2.763 -0.001 0.086 0.078 0.0984
H -5.697 2.338 -2.465 0.106 0.039 -0.013 0.1173
H -6.025 3.887 -0.508 -0.036 -0.144 -0.223 0.1165
H -4.189 4.148 1.078 -0.042 -0.069 -0.045 0.1172
H -2.133 3.017 0.819 0.079 -0.055 -0.152 0.1244
H -0.649 0.104 0.382 -0.080 0.077 -0.160 0.1343
H -2.350 -1.186 1.092 -0.097 0.148 -0.015 0.1261
H -3.016 0.413 1.022 0.193 0.127 -0.207 0.1192
H -5.566 -0.250 -0.291 -0.421 -0.208 0.239 0.1083
H -3.533 -2.675 -1.469 -0.215 -0.298 -0.328 0.0892
H -1.448 -2.746 -0.212 -0.370 0.573 -0.327 0.1137
H -0.569 -3.121 -1.649 -0.038 0.342 -0.185 0.1203
H 0.795 -1.598 0.670 0.155 -0.197 0.002 0.1107
H 1.043 -4.209 -0.510 0.236 -0.103 0.061 0.0563
H 0.699 -0.361 -4.164 -0.414 0.298 0.185 0.1290
H 0.639 -2.962 -3.408 0.104 -0.064 0.436 0.1243
H 1.789 -2.167 -2.229 -0.499 0.001 0.187 0.0981
H 1.940 -1.860 -5.236 0.059 -0.591 -0.052 0.1162
H 2.917 -3.049 -4.263 -0.108 0.038 -0.257 0.1178
H 3.969 -0.654 -4.806 -0.019 -0.215 0.066 0.1191
H 2.814 -0.008 -3.675 -0.131 -0.202 -0.069 0.0949
H 3.795 -1.558 -1.848 -0.154 0.174 -0.160 0.1144
H 4.797 -0.283 -2.509 -0.118 -0.106 0.026 0.1262
H 5.016 -3.125 -2.950 0.219 -0.030 0.221 0.1117
H 7.923 -0.371 -2.273 0.345 -0.289 0.124 0.0870
H 8.526 -2.014 -2.756 0.080 0.229 -0.002 0.0919
H 7.483 -1.019 -3.847 0.214 -0.246 0.015 0.0750
H 0.331 2.095 -3.339 -0.166 -0.028 0.011 0.1122
H -0.383 1.104 -4.577 -0.263 -0.245 0.259 0.1082
H -1.999 3.347 -3.253 -0.221 -0.364 0.015 0.0727
H -0.949 3.471 -4.637 -0.039 -0.055 0.131 0.0963
H -6.742 3.804 -6.923 0.034 0.049 0.046 0.1379
C -3.522 -5.760 1.883 0.094 0.234 0.073 -0.0531
C -4.137 -5.378 0.547 0.138 -0.640 0.165 -0.4788
C -4.765 -6.579 -0.137 -0.119 0.096 -0.214 -0.0495
O -3.124 -4.812 -0.304 -0.007 0.613 -0.122 -0.0751
H -2.730 -6.503 1.746 -0.093 -0.084 -0.034 0.0853
H -3.066 -4.891 2.360 -0.071 0.009 0.023 0.0780
H -4.271 -6.174 2.558 0.018 -0.020 -0.009 0.0830
H -4.892 -4.605 0.698 0.124 0.137 -0.137 0.1389
H -4.016 -7.349 -0.341 0.023 -0.010 0.145 0.0861
H -5.195 -6.292 -1.098 -0.064 0.027 0.050 0.0844
H -5.552 -7.016 0.479 0.009 -0.023 -0.021 0.0788
H -2.451 -5.487 -0.445 -0.075 -0.074 0.004 0.0889
C 5.738 -0.319 3.390 -0.052 -0.183 -0.188 -0.0540
C 5.601 1.012 2.666 0.009 0.015 0.659 -0.4824
C 6.188 2.148 3.487 -0.051 0.167 -0.129 -0.0559
O 4.219 1.276 2.399 -0.001 -0.071 -0.308 -0.0749
H 5.199 -0.295 4.342 0.082 0.104 0.044 0.0698
H 5.305 -1.125 2.795 0.063 0.010 -0.034 0.0792
H 6.784 -0.556 3.588 -0.018 0.001 0.032 0.0839
H 6.104 0.956 1.700 -0.189 0.001 -0.090 0.1373
H 5.666 2.248 4.442 0.099 -0.088 0.057 0.0668
H 6.077 3.098 2.962 0.056 -0.033 -0.048 0.0832
H 7.248 1.983 3.688 -0.013 0.000 0.027 0.0809
H 3.763 1.330 3.246 0.065 0.035 0.034 0.0882
C -9.561 -6.940 3.391 0.101 -0.122 0.156 -0.0625
C -8.608 -6.822 2.212 -0.687 0.212 -0.140 -0.5077
C -8.745 -5.475 1.518 0.240 0.084 -0.057 -0.0647
O -8.866 -7.867 1.276 0.391 -0.126 0.026 -0.0562
H -10.599 -6.857 3.056 0.026 0.111 -0.040 0.0828
H -9.457 -7.914 3.870 0.055 0.024 0.005 0.0810
H -9.372 -6.164 4.134 -0.038 0.001 -0.006 0.0803
H -7.581 -6.953 2.558 0.011 -0.156 -0.105 0.1286
H -9.755 -5.341 1.123 -0.043 -0.021 0.117 0.0827
H -8.060 -5.410 0.671 0.034 -0.004 0.040 0.0685
H -8.530 -4.653 2.205 -0.034 0.017 -0.021 0.0798
H -9.771 -7.765 0.961 -0.006 -0.004 0.017 0.0869
C 7.749 1.215 7.837 0.059 -0.182 -0.117 -0.0625
C 7.611 2.549 7.121 -0.145 -0.003 0.666 -0.4940
C 8.202 3.683 7.946 0.071 0.165 -0.143 -0.0604
O 6.233 2.814 6.859 0.005 0.049 -0.390 -0.0733
H 7.210 1.231 8.788 0.034 0.075 0.011 0.0820
H 7.314 0.413 7.239 0.037 0.012 -0.022 0.0700
H 8.795 0.977 8.034 -0.009 0.008 0.004 0.0814
H 8.114 2.501 6.153 -0.160 0.042 -0.079 0.1291
H 7.679 3.775 8.902 0.035 -0.115 0.025 0.0834
H 8.089 4.634 7.425 0.037 -0.031 -0.037 0.0797
H 9.262 3.517 8.145 -0.014 0.006 0.030 0.0810
H 5.774 2.859 7.706 -0.020 -0.129 -0.004 0.0816
C -2.967 7.647 -8.209 0.125 0.145 0.089 -0.0595
C -2.169 6.358 -8.324 -0.659 -0.021 -0.071 -0.4937
C -2.739 5.450 -9.404 0.176 -0.142 -0.057 -0.0611
O -2.173 5.675 -7.069 0.354 -0.129 0.091 -0.0678
H -4.005 7.435 -7.934 -0.010 -0.060 -0.094 0.0816
H -2.553 8.285 -7.427 0.041 -0.002 -0.039 0.0807
H -2.963 8.201 -9.148 -0.029 -0.006 0.009 0.0819
H -1.128 6.591 -8.553 0.046 -0.085 0.156 0.1379
H -3.770 5.170 -9.166 -0.033 0.122 -0.006 0.0766
H -2.162 4.527 -9.471 0.038 0.040 -0.020 0.0780
H -2.729 5.939 -10.379 -0.038 -0.014 0.005 0.0819
H -3.088 5.464 -6.853 -0.017 0.115 0.044 0.0593
C 4.711 -1.717 8.319 0.157 0.003 0.153 -0.0592
C 3.776 -0.550 8.599 -0.020 -0.271 -0.606 -0.4897
C 2.389 -0.805 8.027 -0.157 0.124 0.120 -0.0635
O 4.317 0.645 8.038 -0.031 0.188 0.344 -0.0668
H 4.831 -1.864 7.242 -0.114 -0.018 -0.007 0.0779
H 5.703 -1.518 8.727 -0.033 -0.003 0.048 0.0761
H 4.333 -2.642 8.757 0.010 -0.007 -0.032 0.0810
H 3.704 -0.388 9.675 0.062 0.159 -0.027 0.1400
H 2.438 -0.925 6.941 0.079 -0.100 0.017 0.0770
H 1.731 0.041 8.228 0.013 -0.020 0.059 0.0786
H 1.943 -1.703 8.456 -0.002 -0.004 -0.035 0.0802
H 4.390 0.522 7.085 0.088 0.037 0.003 0.0747
```
Forces are in eV/Å.

2S+1   1
Charge   +1
Max |F|   2.5 eV Å⁻¹
Gap between HOMO and LUMO   9.3 eV


DFT (ωB97M-V/def2-TZVPD) results for the molecule C5H6N2.

Geometry as XYZ:
```
13
Properties=species:S:1:pos:R:3:forces:R:3:lowdin_charge:R:1
C 2.097 0.094 -0.093 0.273 -0.194 -0.085 -0.1540
C 1.299 -1.030 -0.135 0.263 -0.212 0.023 -0.0659
N 0.054 -0.541 0.146 0.298 -0.027 -0.231 -0.0494
C 0.156 0.793 0.198 0.178 -0.162 -0.331 -0.3739
N 1.371 1.258 0.116 -0.144 -0.243 -0.328 0.1057
C -1.331 1.006 0.124 0.382 0.319 0.098 -0.0362
C -1.408 -0.570 0.047 -0.152 -0.047 -0.024 -0.0596
H 3.171 0.136 -0.216 -0.128 -0.052 0.052 0.0903
H 1.468 -2.066 -0.368 0.298 0.003 0.207 0.0999
H -1.697 1.480 -0.793 0.062 0.141 0.445 0.1119
H -1.541 1.536 1.042 -1.372 -0.076 0.093 0.1039
H -1.738 -0.969 -0.919 -0.095 0.261 0.151 0.1152
H -1.903 -1.126 0.851 0.136 0.288 -0.070 0.1122
```
Forces are in eV/Å.

2S+1   1
Charge   0
Structure (SMILES)   c1cn2c(n1)CC2
Max |F|   1.4 eV Å⁻¹
Gap between HOMO and LUMO   9.4 eV
Relative energy (zero: lowest compared OMol25 entry of this formula, charge and spin)   1.639 eV


DFT (ωB97M-V/def2-TZVPD) results for the molecule C2H5N4P3.

Geometry as XYZ:
```
14
Properties=species:S:1:pos:R:3:forces:R:3:lowdin_charge:R:1
C 2.344 0.180 0.114 1.355 1.372 -0.039 -0.1240
C 1.379 -0.175 -1.013 1.632 0.832 -1.501 -0.1136
N -1.360 -1.948 0.438 -0.745 0.301 0.119 0.1477
N -2.351 -1.422 0.285 4.771 -3.654 1.018 -0.7207
N 1.099 0.870 0.000 0.056 -0.012 -3.079 -0.2314
N 0.094 0.831 0.829 0.327 0.374 1.746 -0.3383
P -3.684 -0.660 0.039 -3.894 2.186 -0.422 0.3951
P -2.515 0.722 -1.100 -0.041 1.289 -0.402 0.1334
P -1.405 1.296 0.628 -0.697 -0.975 1.183 0.4689
H 2.414 -0.304 1.072 0.105 -1.114 -0.123 0.0943
H 3.320 0.770 -0.127 -2.028 -0.822 0.325 0.1305
H 1.616 0.071 -2.117 -0.185 0.440 2.086 0.1224
H 0.956 -1.145 -1.066 -0.974 -0.686 0.995 0.0588
H -1.906 0.914 2.018 0.318 0.469 -1.905 -0.0232
```
Forces are in eV/Å.

2S+1   1
Charge   0
Max |F|   6.1 eV Å⁻¹
Gap between HOMO and LUMO (spin up / spin down)   6.5 / 6.5 eV
Relative energy (zero: lowest compared OMol25 entry of this formula, charge and spin)   5.117 eV


DFT (ωB97M-V/def2-TZVPD) results for a structure of composition C28H53O2PRhSe2Si2.

Geometry as XYZ:
```
89
Properties=species:S:1:pos:R:3:forces:R:3:lowdin_charge:R:1
O -0.379 -1.090 -3.797 1.154 -0.392 0.517 -0.2000
O -3.133 -2.916 -4.033 -0.421 -0.631 -0.232 -0.2288
C -0.049 0.273 -4.076 -0.618 -0.158 -0.250 -0.2522
C 1.276 0.850 -3.599 -0.072 0.035 -0.106 -0.0928
H -0.886 0.858 -3.660 0.224 0.144 -0.151 0.1005
H -0.104 0.332 -5.176 0.063 0.294 0.376 0.1261
H 1.379 0.876 -2.510 -0.016 -0.167 -0.059 0.0268
H 1.321 1.891 -3.935 -0.004 -0.141 -0.063 0.0870
H 2.130 0.322 -4.030 -0.017 0.039 0.095 0.0854
C 0.457 -1.867 -2.905 -0.579 0.320 -0.120 -0.2546
C 0.849 -3.156 -3.605 0.146 -0.018 0.037 -0.0625
H -0.152 -2.092 -1.999 0.429 0.190 -0.395 0.1055
H 1.358 -1.298 -2.611 -0.440 -0.256 -0.030 0.0956
H -0.048 -3.745 -3.831 0.260 0.140 -0.011 0.0544
H 1.515 -3.754 -2.968 -0.200 0.070 -0.041 0.0785
H 1.398 -2.936 -4.531 -0.246 -0.063 0.161 0.0863
C -3.864 -4.036 -3.495 0.276 0.114 0.004 -0.2888
C -3.009 -2.868 -5.461 -0.165 0.068 0.465 -0.2613
C -2.924 -5.088 -2.944 0.173 -0.162 -0.028 -0.0739
H -4.541 -4.499 -4.236 0.184 0.361 0.087 0.1285
H -4.485 -3.654 -2.671 0.205 -0.063 -0.312 0.0995
H -2.319 -5.525 -3.750 -0.083 0.048 0.347 0.0646
H -3.506 -5.885 -2.466 0.143 0.084 -0.068 0.0810
H -2.261 -4.642 -2.190 -0.095 -0.125 -0.203 0.0768
C -2.317 -4.093 -6.033 0.014 0.045 -0.146 -0.0751
H -2.422 -1.955 -5.649 -0.164 -0.353 0.028 0.1099
H -4.012 -2.736 -5.920 0.355 -0.062 0.154 0.1242
H -1.356 -4.267 -5.529 -0.317 0.036 -0.189 0.0643
H -2.123 -3.916 -7.097 -0.028 -0.167 0.111 0.0822
H -2.955 -4.985 -5.935 0.291 0.227 -0.084 0.0782
H -2.414 -0.923 -2.971 -0.696 0.201 0.706 0.0237
Rh -0.244 0.716 0.852 -0.314 -0.946 1.215 0.4392
C -3.206 -0.683 -2.218 0.353 -0.285 -0.345 -0.1678
Si -4.821 -0.174 -3.046 0.074 -0.349 -0.527 0.4757
H -3.374 -1.594 -1.624 0.135 0.186 -0.028 0.0379
H -2.837 0.101 -1.548 -0.191 -0.235 -0.074 -0.0209
C -4.401 0.620 -4.707 -0.033 0.214 0.018 -0.1759
C -5.750 0.972 -1.889 -0.048 0.177 0.031 -0.1859
C -5.981 -1.617 -3.391 -0.045 -0.294 -0.093 -0.1760
C -0.972 1.829 -0.600 -0.607 0.332 -2.659 -0.3425
Si -1.048 3.196 0.725 -0.646 0.954 -0.244 0.3679
H -1.933 1.536 -1.061 0.407 0.394 0.486 0.0010
H -0.230 1.977 -1.411 -0.438 0.122 0.454 0.0049
C -2.820 3.827 0.698 0.086 -0.063 -0.064 -0.1699
C 0.170 4.527 0.268 0.127 0.123 0.016 -0.1783
C -0.740 2.612 2.508 -0.050 0.038 0.306 -0.2126
H -6.807 -1.335 -4.059 0.113 0.141 0.288 0.0414
H -6.412 -1.996 -2.451 0.019 0.062 -0.250 0.0393
H -5.474 -2.457 -3.882 -0.221 0.485 0.114 -0.0068
H -3.843 1.558 -4.561 -0.105 -0.188 -0.110 0.0261
H -5.308 0.855 -5.288 0.281 -0.046 0.190 0.0341
H -3.774 -0.052 -5.316 -0.212 0.186 0.249 0.0167
H -5.060 1.631 -1.344 -0.196 -0.003 -0.108 0.0089
H -6.302 0.373 -1.150 0.115 0.204 -0.163 0.0326
H -6.471 1.590 -2.444 0.119 -0.102 0.235 0.0347
H 0.136 4.720 -0.811 -0.013 0.025 0.203 0.0483
H 1.207 4.292 0.540 -0.231 0.042 -0.037 0.0067
H -0.117 5.449 0.790 0.118 -0.108 -0.119 0.0474
H 0.236 2.877 2.930 -0.231 -0.069 -0.169 0.0351
H -0.941 1.542 2.751 -0.021 0.229 0.263 0.0212
H -1.525 3.164 3.050 0.179 -0.323 0.029 0.0618
H -2.892 4.731 1.316 0.002 -0.112 -0.094 0.0428
H -3.529 3.092 1.100 0.165 0.077 -0.094 0.0446
H -3.138 4.082 -0.320 0.068 -0.026 0.203 0.0433
Se 2.044 1.440 0.627 0.654 0.010 0.133 0.5570
P 2.073 -0.228 2.063 0.910 -1.129 0.817 0.2543
Se 0.437 -1.591 1.464 0.594 0.283 -0.039 0.4134
C 3.752 -0.954 2.112 0.266 -0.026 0.150 -0.3885
C 4.428 -1.130 3.335 0.091 -0.179 -0.279 -0.0683
C 5.686 -1.749 3.351 -0.301 0.181 -0.191 -0.0564
C 6.265 -2.183 2.159 -0.146 0.113 -0.101 -0.0561
C 5.630 -1.951 0.933 -0.356 0.209 0.248 -0.0566
C 4.379 -1.331 0.911 -0.062 0.017 0.226 -0.0995
C 1.757 0.391 3.750 0.069 0.350 -0.329 -0.4475
C 2.512 1.501 4.164 -0.360 -0.026 0.226 -0.1171
C 2.258 2.071 5.414 0.050 -0.220 -0.480 -0.0556
C 1.235 1.550 6.208 -0.078 -0.136 -0.014 -0.0547
C 0.480 0.448 5.794 0.277 0.118 -0.304 -0.0498
C 0.755 -0.151 4.559 -0.078 0.195 0.060 -0.1086
H 3.991 -0.779 4.269 0.060 -0.180 -0.222 0.1032
H 6.213 -1.873 4.298 -0.186 -0.022 -0.282 0.1155
H 7.227 -2.691 2.173 -0.163 0.154 0.024 0.1147
H 6.105 -2.237 -0.003 -0.096 0.016 0.229 0.1143
H 3.878 -1.114 -0.034 0.149 -0.192 0.118 0.0965
H 3.256 1.934 3.492 -0.092 -0.128 0.271 0.1084
H 2.848 2.929 5.736 -0.227 -0.222 0.006 0.1172
H 1.019 2.020 7.161 -0.004 -0.070 -0.052 0.1131
H -0.338 0.072 6.408 0.297 0.066 -0.100 0.1166
H 0.168 -1.006 4.209 0.218 0.315 0.164 0.0709
```
Forces are in eV/Å.

⟨S²⟩   6.020
2S+1   5
Charge   +1
Max |F|   2.7 eV Å⁻¹
Gap between HOMO and LUMO (spin up / spin down)   8.0 / 5.0 eV
Relative energy (zero: lowest compared OMol25 entry of this formula, charge and spin)   0.000 eV


What is the charge in the fourth record?
+1


Among the records above, which one has the lowest max |F|?
C5H6N2


The highest 2S+1 belongs to which entry?
C28H53O2PRhSe2Si2